(1)
# C19H27BNO4

An isolated ion of composition C19H27BNO4 and charge +1 at a distorted geometry (ωB97M-V with the def2-TZVPD basis set, the Open Molecules 2025 dataset).

```
! wB97M-V def2-TZVPD RIJCOSX def2/J DEFGRID3
* xyz 1 1
H -0.397 4.457 2.969
C 0.335 -1.575 -0.706
C 0.155 -2.254 0.561
H -0.270 -5.615 -3.113
H 2.395 4.436 0.968
H -1.639 -2.156 4.488
H -2.167 -2.483 -2.880
H -0.554 2.679 3.077
C -0.045 3.506 2.564
O 1.680 2.588 0.324
C -0.819 -2.239 2.573
B 0.401 2.218 0.580
H -2.875 -2.126 3.206
H 2.417 -2.234 -1.033
C -0.948 -1.510 -1.468
C -1.198 -2.476 -2.370
H -1.704 2.684 -1.162
H 2.938 -0.007 -2.074
H 0.207 5.495 0.838
C -1.860 -1.788 3.479
H 1.034 3.405 2.702
H -1.686 -4.700 -3.743
O -1.012 -1.992 1.236
H 1.607 -0.542 -3.169
H 2.038 1.190 -3.086
C -0.618 -4.662 -3.526
H -1.877 -0.686 3.538
C 0.295 4.529 0.319
H 1.679 -4.318 -2.285
H 2.178 4.197 -0.789
H 0.929 -3.017 3.652
H -1.603 -0.680 -1.198
H -0.167 4.585 -0.675
C 1.736 4.026 0.197
H 2.132 -2.937 1.229
H 1.746 -0.275 0.313
O 0.013 0.849 0.552
H -0.076 -4.499 -4.464
C 1.381 -2.425 -1.334
C 1.959 0.265 -2.506
C 0.462 -2.716 2.731
N -0.380 3.419 1.109
C -0.305 -3.542 -2.602
C -2.146 2.451 -0.199
H -2.282 2.922 1.861
H -2.843 1.634 -0.064
C 0.986 -3.498 -2.066
C -1.904 3.360 0.927
C 1.099 -2.706 1.468
O 1.007 0.567 -1.473
C 0.844 -0.203 -0.320
H -2.277 4.399 0.844
*
```

Results
M	344.240	g/mol
E	-30486.2455	eV
highest occupied orbital energy	-7.8	eV
max |F|	4.6	eV Å⁻¹
orbital gap	2.609	eV
relative energy (zero: lowest compared OMol25 entry of this formula, charge and spin)	1.406	eV

Partial charges, natural (NBO), in e: H 0.230; C -0.341; C 0.282; H 0.248; H 0.196; H 0.241; H 0.234; H 0.234; C -0.423; O -0.705; C 0.320; B 1.344; H 0.244; H 0.235; C 0.008; C -0.229; H 0.182; H 0.179; H 0.238; C -0.665; H 0.225; H 0.239; O -0.413; H 0.181; H 0.217; C -0.661; H 0.234; C -0.249; H 0.242; H 0.213; H 0.240; H 0.263; H 0.243; C -0.090; H 0.232; H 0.182; O -0.753; H 0.258; C 0.024; C -0.253; C -0.314; N -0.495; C 0.164; C -0.726; H 0.211; H 0.207; C -0.270; C -0.250; C -0.268; O -0.559; C 0.480; H 0.195

=====

(2)
# C19H27Cl2N3STi

C19H27Cl2N3STi as an isolated structure (ωB97M-V with the def2-TZVPD basis set, the Open Molecules 2025 dataset).

```
! wB97M-V def2-TZVPD RIJCOSX def2/J DEFGRID3
* xyz 2 3
C 1.987 0.240 3.029
N 2.102 -0.143 -0.058
N 0.008 -1.309 -2.685
C -2.476 -3.292 -1.047
H 2.536 0.338 0.728
H -4.137 -4.104 -2.138
C -0.143 1.237 3.484
H 3.610 0.706 -1.243
H -0.145 1.834 -3.521
H 2.198 2.548 -0.373
H -5.678 -2.278 -1.469
H -0.945 -1.312 -3.060
C 0.104 -1.174 3.566
C 1.921 2.006 -1.282
C -2.916 -1.204 0.212
H -0.771 2.112 3.608
H -0.323 -2.154 3.736
Cl -0.399 -2.249 0.337
H 1.087 3.503 2.708
C -0.078 1.187 -2.647
H 2.791 0.376 -3.357
C -4.229 -1.263 -0.289
C 0.416 2.046 -1.467
H 2.544 -1.140 -2.565
C 1.439 -1.037 3.170
C -4.654 -2.284 -1.127
H -0.226 2.540 0.382
H 2.558 -1.056 -0.058
C 0.743 -0.041 -3.070
Cl -5.358 -0.039 0.157
C -2.109 -2.247 -0.224
H 2.387 2.558 -2.101
C 1.212 1.401 3.144
H 2.068 -1.912 3.057
H -1.284 1.613 -0.367
H 3.044 0.340 2.799
S -2.415 0.052 1.317
H -1.111 0.884 -2.451
H -1.787 -4.089 -1.284
C -3.789 -3.300 -1.505
C 2.191 -0.106 -2.582
Ti 0.120 0.003 1.405
C 2.520 0.609 -1.275
H -0.063 -1.426 -1.659
H 2.655 2.772 2.317
H 0.753 -0.087 -4.159
C 1.823 2.763 3.021
H 0.487 -2.133 -3.056
N -0.280 1.703 -0.200
C -0.660 -0.030 3.777
H -1.688 -0.120 4.099
H 0.148 3.076 -1.722
H 2.211 3.080 3.990
*
```

Results
M	448.286	g/mol
expectation value of S²	2.01
E	-83594.9570	eV
highest occupied orbital energy (alpha / beta)	-13.0 / -13.3	eV
max |F|	0.8	eV Å⁻¹
orbital gap (alpha / beta)	7.344 / 7.075	eV
relative energy (zero: lowest compared OMol25 entry of this formula, charge and spin)	1.123	eV

Partial charges, natural (NBO), in e: C -0.209; N -0.851; N -0.691; C -0.301; H 0.389; H 0.248; C -0.285; H 0.221; H 0.264; H 0.226; H 0.256; H 0.449; C -0.257; C -0.417; C -0.271; H 0.266; H 0.270; Cl 0.037; H 0.234; C -0.440; H 0.266; C -0.030; C -0.051; H 0.226; C -0.279; C -0.196; H 0.391; H 0.388; C -0.042; Cl 0.076; C 0.044; H 0.248; C -0.050; H 0.263; H 0.417; H 0.239; S -0.234; H 0.227; H 0.242; C -0.193; C -0.443; Ti 0.913; C -0.046; H 0.445; H 0.222; H 0.239; C -0.637; H 0.442; N -0.859; C -0.141; H 0.279; H 0.223; H 0.270

=====

(3)
# C19H27F3N4O3

A 4-piece molecular cluster, C19H27F3N4O3 overall (ωB97M-V with the def2-TZVPD basis set, the Open Molecules 2025 dataset).

```
! wB97M-V def2-TZVPD RIJCOSX def2/J DEFGRID3
* xyz 0 1
H -4.158 -1.816 3.895
C 1.796 4.107 -4.617
O 1.224 4.941 -1.326
F 3.397 1.963 -3.422
C 1.863 3.727 -3.319
C -0.450 1.630 2.660
H 2.736 -4.627 -0.588
H -0.284 1.501 -6.769
C 2.302 2.409 -2.774
O 1.125 6.213 -5.593
H -0.613 -3.888 1.035
C 1.783 1.276 1.492
C -0.413 0.287 3.243
H 1.011 -4.981 -0.701
H 1.904 0.266 1.890
H 1.830 4.146 -6.568
H 0.064 0.982 -5.137
H -2.065 -3.082 3.534
C -4.800 -4.187 6.251
C -4.836 -2.856 5.643
C 1.549 -3.695 0.963
N -0.369 -1.068 -0.312
H 1.628 -3.398 -1.188
H -2.099 -2.470 5.179
H 2.307 1.453 -5.491
C 1.739 -4.204 -0.461
H 1.717 -4.508 1.670
C -4.061 -2.817 4.320
F 2.604 2.487 -1.480
H 2.292 -2.925 1.181
H 0.044 -2.783 2.245
N -0.351 -0.770 3.698
H -5.880 -2.585 5.487
O 1.179 5.954 -3.347
H -0.377 2.681 -5.477
C 1.342 5.540 -4.633
C -2.586 -3.157 4.487
C 0.148 -3.126 1.213
H -1.494 1.905 2.509
H 1.913 1.933 -7.114
F 1.361 1.455 -2.907
H 0.236 2.634 0.881
C 1.670 2.124 -6.068
H -0.162 0.927 0.658
N 2.057 3.518 -5.805
H -4.524 -3.509 3.614
H -4.410 -2.145 6.353
C 0.314 1.642 1.331
H 2.282 1.309 0.527
H -0.018 2.333 3.375
C 1.412 4.866 -2.499
N -4.760 -5.234 6.728
H -2.454 -4.173 4.863
H 2.295 1.969 2.163
C 0.179 1.813 -5.831
C -0.135 -1.987 0.342
*
```

Results
M	416.444	g/mol
structure (SMILES)	CCNC1=C(C(F)(F)F)C(=O)OC1=O.CCCC#N.CCCC#N.CCCC#N
E	-40396.6042	eV
highest occupied orbital energy	-10.1	eV
max |F|	0.8	eV Å⁻¹
orbital gap	9.085	eV
relative energy (zero: lowest compared OMol25 entry of this formula, charge and spin)	0.000	eV

Partial charges, natural (NBO), in e: H 0.208; C 0.191; O -0.504; F -0.323; C -0.362; C -0.513; H 0.216; H 0.218; C 0.986; O -0.508; H 0.241; C -0.614; C 0.331; H 0.203; H 0.204; H 0.409; H 0.233; H 0.215; C 0.290; C -0.510; C -0.377; N -0.376; H 0.214; H 0.217; H 0.218; C -0.613; H 0.211; C -0.378; F -0.303; H 0.209; H 0.280; N -0.393; H 0.247; O -0.484; H 0.215; C 0.751; C -0.611; C -0.528; H 0.249; H 0.212; F -0.318; H 0.216; C -0.229; H 0.243; N -0.545; H 0.205; H 0.244; C -0.399; H 0.227; H 0.243; C 0.783; N -0.338; H 0.211; H 0.201; C -0.639; C 0.322

=====

(4)
# C19H27F5NO19P

A 6-piece molecular cluster, C19H27F5NO19P overall at a distorted geometry (ωB97M-V with the def2-TZVPD basis set, the Open Molecules 2025 dataset).

```
! wB97M-V def2-TZVPD RIJCOSX def2/J DEFGRID3
* xyz 0 1
C -0.182 -5.621 -2.188
C -2.545 -2.274 0.929
H -0.662 -7.714 -1.672
H 0.855 -1.793 -4.457
O 1.044 -7.456 -2.773
O 1.763 7.433 -1.894
O -2.967 -0.985 2.880
H -2.128 0.872 3.307
C -3.856 3.736 -0.574
C 0.828 -2.352 -3.521
H -2.158 -0.198 1.135
N -0.823 -3.747 2.612
H -3.468 4.724 -0.826
C -0.701 -1.416 -2.158
H 7.101 4.255 -0.266
H -0.153 -4.438 2.296
H -2.217 -5.771 1.041
H -1.084 -1.237 2.107
O 0.479 -0.885 -1.795
C -3.080 0.345 3.331
H 1.853 -2.426 -1.623
H -4.594 -1.264 -0.993
H -3.910 -3.271 2.892
O -4.653 3.815 0.611
O -3.948 -2.209 0.730
H 8.289 3.791 2.524
H -4.443 3.343 -1.397
O 1.146 -5.531 -1.662
O -0.514 -2.413 -3.063
C 2.423 5.030 0.405
C -2.108 -1.090 1.766
H -3.459 0.328 4.347
C -2.729 2.823 -0.128
O 2.776 5.762 -0.760
F 2.997 3.806 0.343
C -0.296 -7.101 -2.498
P -2.152 -3.800 1.827
H -0.247 -5.031 -3.104
H -5.340 -2.820 -0.614
C 1.865 -6.586 -2.116
F 7.691 2.503 0.469
H 0.612 4.095 -0.310
H -0.903 -5.262 -1.459
C 1.719 6.545 -1.113
F -1.547 3.132 -0.716
C -3.876 3.517 1.677
H 0.393 4.946 1.237
H -2.917 1.757 -0.270
O 4.583 4.908 2.531
O -1.761 -1.082 -1.738
C 1.533 -1.682 -2.354
H 2.791 5.555 1.284
F 1.271 -3.607 -3.752
O 6.804 5.225 2.382
H -3.696 -2.774 -1.257
F -1.060 -7.350 -3.586
C 5.639 4.602 2.092
O 5.858 3.587 1.217
C 7.162 3.727 0.687
H -2.011 -2.287 -0.009
O 3.027 -6.738 -1.958
C 0.912 4.956 0.284
H 2.370 -1.054 -2.639
O -4.220 3.586 2.805
C 7.877 4.487 1.792
O -3.449 -4.096 2.666
C -4.407 -2.266 -0.609
H -3.809 0.901 2.741
H 8.651 5.161 1.439
O 0.613 6.160 -0.434
O -2.213 -4.889 0.642
O -2.641 3.105 1.257
*
```

Results
M	699.377	g/mol
structure (SMILES)	COC[C@H](OC)P(=N)(O)O.O=C1OC[C@@H](F)O1.O=C1OC[C@@H](F)O1.O=C1OC[C@@H](F)O1.O=C1OC[C@@H](F)O1.O=C1OC[C@@H](F)O1
E	-83410.4771	eV
highest occupied orbital energy	-8.9	eV
max |F|	1.1	eV Å⁻¹
orbital gap	9.069	eV

Partial charges, Mulliken, in e: C 0.015; C 1.169; H 0.298; H 0.319; O -0.347; O -0.526; O -0.360; H 0.338; C -0.441; C 0.225; H -0.065; N -0.843; H 0.284; C 0.639; H 0.293; H 0.241; H 0.304; H 0.409; O -0.275; C -0.716; H 0.279; H 0.217; H 0.402; O -0.341; O -0.397; H 0.282; H 0.325; O -0.299; O -0.300; C 0.354; C -0.311; H 0.306; C 0.587; O -0.313; F -0.295; C 0.348; P 0.838; H 0.164; H 0.280; C 0.672; F -0.276; H 0.078; H -0.021; C 0.632; F -0.285; C 0.624; H 0.285; H -0.012; O -0.503; O -0.467; C -0.412; H 0.319; F -0.256; O -0.326; H 0.251; F -0.294; C 0.659; O -0.272; C 0.300; H -0.747; O -0.515; C -0.207; H 0.304; O -0.494; C -0.432; O -0.533; C -0.612; H 0.190; H 0.270; O -0.323; O -0.432; O -0.251